# C12H17P

A 2-piece molecular cluster, C12H17P overall at a distorted geometry (ωB97M-V with the def2-TZVPD basis set, the OMol25 dataset).

Last column: Löwdin charge in e.
Geometry (Å):
1 P 0.58841 -2.97311 0.25325  0.9409
2 C 1.79852 1.03670 0.27343  0.0094
3 C -1.55417 -0.89931 -0.76447  -0.0804
4 C -3.26324 0.77314 -0.35993  -0.1262
5 C 2.18231 1.35648 -2.15483  -0.0839
6 C -0.30314 -1.90030 1.16392  -0.3910
7 C 1.52957 3.36723 -0.54789  -0.0771
8 C -1.40168 -1.14626 0.57193  -0.3533
9 C -2.38368 0.15227 -1.22383  -0.0725
10 C -2.34809 -0.53063 1.42206  -0.0432
11 C 1.30192 -4.02515 1.61571  -0.3502
12 C 1.91869 1.90801 -0.78577  -0.4210
13 C -3.23731 0.41534 0.93938  -0.1133
14 H -0.26447 -1.91909 2.24050  0.0559
15 H 1.63138 1.99944 -2.87575  0.0807
16 H 1.59140 1.32426 1.29081  0.0487
17 H -3.86241 0.90982 1.65582  0.0990
18 H 2.22304 4.18534 -0.83416  0.0824
19 H 1.92678 0.26066 -1.95303  0.0887
20 H -2.51091 0.57602 -2.27169  0.1236
21 H -3.92880 1.51268 -0.73552  0.0945
22 H 2.40737 -3.94928 1.46926  0.0373
23 H 2.16972 -0.00746 0.05839  0.0533
24 H 0.69346 3.43034 -1.24370  0.0699
25 H 1.14642 -4.96701 1.24689  -0.0313
26 H -0.85388 -1.35273 -1.48409  0.0875
27 H -2.56401 -0.79919 2.46779  0.1165
28 H 0.87921 -3.86919 2.57070  0.0141
29 H 3.25537 1.51205 -2.44530  0.0870
30 H 1.23221 3.61891 0.44011  0.0541

For the LUMO energy, the calculation gives -0.074 eV. As for the energy relative to the best compared isomer or geometry (same formula, charge and spin): 283.3 kJ/mol. Its maximum force is 3.6 eV Å⁻¹. Its SMILES is C/P=C/c1ccccc1.C=C(C)C.